Entry 1:
Here is a 2-piece molecular cluster, C5H8O5 overall in a non-equilibrium geometry from the OMol25 dataset. Energies are from ωB97M-V/def2-TZVPD.

Results
charge	0
HOMO level (alpha / beta)	-0.2688 / -0.2681	Eh
energy relative to the best compared isomer or geometry (same formula, charge and spin)	1101.80	kJ/mol
HOMO-LUMO gap (alpha / beta)	2.7 / 2.6	eV
E_tot	-15541.352	eV
F_max	0.061	hartree/bohr

Atoms and positions in Å:
C  -0.894  0.698  -1.651
C  -0.498  0.082  -0.333
C  -0.656  -1.408  -0.155
C  -1.133  -1.941  0.966
C  1.247  0.583  0.157
O  1.672  -0.223  0.950
O  1.380  1.639  -0.444
O  5.595  -0.045  1.670
O  -1.169  0.634  0.738
O  -1.975  1.742  0.209
H  -0.277  0.257  -2.442
H  -1.941  0.454  -1.852
H  -0.748  1.781  -1.637
H  -0.467  -2.004  -1.051
H  -1.359  -3.009  0.977
H  -1.267  -1.384  1.892
H  4.918  0.148  0.978
H  -2.429  1.996  1.030

---

Entry 2:
Here is one molecule with the formula C5H8O5 in a non-equilibrium geometry from the OMol25 dataset. Energies are from ωB97M-V/def2-TZVPD.

Results
charge	0
HOMO level	-0.3431	Eh
energy relative to the best compared isomer or geometry (same formula, charge and spin)	222.93	kJ/mol
HOMO-LUMO gap	9.3	eV
E_tot	-15550.461	eV
F_max	0.034	hartree/bohr

Atoms and positions in Å:
C  -0.019  0.512  0.992
C  -0.863  -0.204  -1.381
C  -0.543  -0.626  1.780
C  1.626  -0.280  -0.308
C  0.054  0.627  -0.489
O  0.308  1.621  1.528
O  1.467  -1.610  -0.449
O  -2.147  0.391  -1.400
O  2.665  0.298  -0.296
O  0.265  1.869  -0.826
H  0.365  2.260  0.541
H  2.343  -2.020  -0.567
H  -2.025  1.312  -1.666
H  -0.985  -1.220  -1.013
H  -0.414  -0.235  -2.379
H  -1.616  -0.460  1.919
H  -0.420  -1.571  1.258
H  -0.058  -0.665  2.756